DFT (ωB97M-V/def2-TZVPD) results for C46H110F18N6O10P3S10V as an isolated structure at a distorted geometry.

The calculation puts the LUMO energy (spin up / spin down) at -0.518 / 0.120 eV. The maximum force is 3.2 eV/A. Its expectation value of S² is 2.007.

```
! wB97M-V def2-TZVPD RIJCOSX def2/J DEFGRID3
* xyz 0 3
V 16.5393 18.5947 18.6332
P 18.2076 15.9093 23.2357
F 16.9227 16.8143 22.7538
F 19.1739 16.9806 22.5639
F 18.0884 16.7572 24.5430
F 19.4075 15.0668 23.8269
F 17.1216 14.7605 23.7272
F 18.2171 15.1639 21.7455
P 11.7879 18.3418 16.7240
F 13.0199 17.4343 16.2212
F 12.0888 17.7590 18.2544
F 12.8657 19.4923 17.0347
F 10.6537 19.3064 17.3135
F 11.5136 18.9660 15.2881
F 10.7612 17.1855 16.5254
P 19.2243 20.9289 14.9292
F 19.4595 20.7304 16.5142
F 18.9782 22.4877 15.1334
F 20.8730 21.1398 14.7674
F 19.0571 21.0466 13.3677
F 19.4260 19.2729 14.7971
F 17.5733 20.7356 15.1318
C 12.4074 19.9004 20.2794
S 14.1316 19.3897 20.6293
O 14.6482 18.7071 19.3620
C 13.9212 18.0201 21.6966
H 12.4226 20.3845 19.2923
H 12.1483 20.6307 20.9939
H 11.6926 19.0903 20.1419
H 13.4415 18.2365 22.6139
H 14.9699 17.5814 21.8682
H 13.3547 17.3018 21.0998
C 16.3856 14.1161 19.6468
S 15.8465 15.8474 19.7977
O 16.7613 16.5680 18.7743
C 14.2928 15.6527 18.9968
H 16.2568 13.8018 18.5888
H 15.7734 13.5076 20.2767
H 17.4318 13.9948 19.9521
H 13.7158 15.0805 19.6644
H 14.4043 15.1666 18.0324
H 13.8298 16.6033 18.8424
C 6.9912 12.5447 13.6675
S 8.5624 12.4173 14.3812
O 9.4674 13.5306 14.0744
C 7.8383 12.8279 15.9826
H 6.6724 13.6310 13.7598
H 6.2605 11.8613 14.0948
H 7.0902 12.4893 12.6230
H 6.9000 12.3245 16.1956
H 7.8246 13.9315 16.0278
H 8.5082 12.4865 16.8263
C 19.8603 16.2225 18.2363
S 19.3170 17.6377 17.3305
O 18.5982 18.6795 18.2138
C 20.9375 18.2508 17.1270
H 20.5476 15.6056 17.5176
H 18.9897 15.7180 18.5928
H 20.5331 16.4815 19.1298
H 21.4534 18.0862 18.1117
H 20.8307 19.3113 16.8467
H 21.4044 17.6652 16.3343
C 18.0765 19.6775 22.7331
S 18.4502 19.2787 21.0894
O 17.0077 18.9608 20.5263
C 18.7480 20.9103 20.4693
H 17.3850 20.5037 22.7199
H 18.9689 19.9146 23.3087
H 17.5872 18.8874 23.2682
H 19.7129 21.2270 20.9154
H 17.9008 21.5623 20.8075
H 18.9650 20.9671 19.3896
C 14.8360 21.7056 16.4696
S 15.3592 21.4466 18.1594
O 16.5700 20.5153 18.1427
C 15.9817 23.1881 18.3423
H 14.2533 20.8613 16.1919
H 15.6176 21.7385 15.7583
H 14.2162 22.5767 16.5026
H 16.4849 23.2884 19.3304
H 15.0961 23.8185 18.1269
H 16.7046 23.3186 17.5674
C 15.6361 18.5851 14.3051
S 16.4508 17.8169 15.7093
O 15.7089 18.2141 16.9754
C 15.9401 16.1446 15.3855
H 15.8713 18.0549 13.3946
H 16.0717 19.5888 14.1830
H 14.5670 18.5155 14.5122
H 16.5579 15.6948 14.6064
H 14.8858 16.1271 15.0443
H 16.1561 15.5732 16.3071
C 10.3199 23.8522 18.5924
S 11.6670 23.8714 17.4028
O 12.8438 23.3480 18.2346
C 11.0340 22.3796 16.4388
H 10.4685 24.6607 19.2844
H 10.4705 22.9395 19.1283
H 9.2895 23.8027 18.3014
H 11.6139 22.1305 15.5669
H 9.9462 22.3545 16.3141
H 11.2486 21.5610 17.1638
C 6.0678 22.7097 13.8865
S 6.9281 21.4317 14.8197
O 8.0768 22.2352 15.3714
C 5.8466 20.9566 16.1024
H 6.7063 22.8459 12.9888
H 5.8898 23.6165 14.5346
H 5.1433 22.3010 13.5152
H 6.2971 20.0245 16.5221
H 4.8759 20.6427 15.6307
H 5.6549 21.6552 16.8961
C 11.1937 14.1842 16.4517
S 12.7160 14.1382 15.5465
O 13.8129 13.8197 16.5635
C 12.4549 12.7261 14.4638
H 10.3454 14.4918 15.7879
H 11.3630 14.8729 17.2393
H 10.9123 13.2988 16.9126
H 12.3611 11.7834 14.9787
H 13.3139 12.7316 13.7921
H 11.5825 13.0022 13.8915
C 13.2074 15.8958 12.2687
C 13.7453 16.2976 10.8788
N 14.8767 17.2920 10.9133
C 15.6389 17.0542 9.6392
C 16.6843 15.9883 9.8615
C 14.4206 18.7078 11.0485
C 13.8139 19.4123 9.8114
H 12.2703 15.3934 12.1293
H 12.9283 16.7518 12.9247
H 13.8773 15.1349 12.8453
H 14.0929 15.3799 10.3813
H 12.8434 16.6702 10.3177
H 14.9717 16.7946 8.7960
H 16.1761 17.9647 9.4019
H 17.0962 15.7465 8.8485
H 17.3610 16.3519 10.5835
H 16.1587 15.0613 10.2162
H 15.2489 19.3264 11.3865
H 13.7046 18.6897 11.8875
H 14.5417 19.3262 9.0027
H 13.5765 20.4531 9.9980
H 12.8975 18.9593 9.4421
C 6.8471 16.0151 19.2739
C 7.9315 16.3703 18.1732
C 8.1507 17.8842 18.0861
C 8.6137 18.4753 19.3422
N 8.9154 18.8958 20.3834
H 6.5092 15.0063 19.3290
H 5.9295 16.6480 19.0852
H 7.1293 16.3035 20.2585
H 7.6040 15.9471 17.2083
H 8.8651 15.8603 18.3416
H 7.1836 18.3611 17.8498
H 8.8331 18.0607 17.2593
C 17.3948 24.3965 13.2630
C 18.7650 24.9920 13.2200
C 18.9732 25.8233 11.9456
C 17.9520 26.9260 11.9961
N 17.1110 27.6799 12.2295
H 17.3594 23.6488 14.0550
H 17.0691 23.9187 12.3263
H 16.6863 25.1065 13.4675
H 19.4925 24.1923 13.3716
H 19.0068 25.6536 14.0552
H 18.7471 25.2625 11.0506
H 19.9629 26.2839 11.9598
C 11.8790 13.7904 24.4985
C 13.0648 14.3400 23.6975
C 14.2167 13.2984 23.5799
C 13.7840 11.9938 23.1437
N 13.4142 11.0381 22.6105
H 11.2454 14.6370 24.7716
H 12.2964 13.3183 25.3785
H 11.3583 13.0545 23.8536
H 13.5238 15.2125 24.2394
H 12.8373 14.5647 22.6381
H 14.8515 13.2164 24.4858
H 14.9632 13.5736 22.7910
C 7.4591 17.6633 13.6357
C 8.9087 18.1599 13.6494
C 9.2740 18.8501 12.2995
C 8.5764 20.0799 11.9122
N 7.9203 20.9631 11.5477
H 6.7857 18.4855 13.5398
H 7.2237 17.2870 14.6550
H 7.2938 16.8819 12.9102
H 9.6485 17.3665 13.6500
H 9.0543 18.9853 14.3916
H 9.0761 18.2542 11.4379
H 10.3672 19.0606 12.2946
C 13.9222 10.1944 18.0140
C 13.8072 10.9311 19.3322
C 12.8088 12.0216 19.4078
C 11.5518 11.6330 18.7871
N 10.5392 11.3582 18.3757
H 14.0178 10.8703 17.1772
H 13.0842 9.5450 17.9072
H 14.8298 9.6270 18.0278
H 14.7522 11.4427 19.4451
H 13.6809 10.1546 20.1258
H 13.1747 12.9980 18.9762
H 12.5636 12.1733 20.4879
*
```

Mulliken population analysis, charges in e, atoms 1 to 99:
1 V 0.79
2 P 1.35
3 F -0.60
4 F -0.38
5 F -0.40
6 F -0.36
7 F -0.37
8 F -0.39
9 P 1.99
10 F -0.70
11 F -0.42
12 F -0.41
13 F -0.51
14 F -0.61
15 F -0.38
16 P 1.89
17 F -0.59
18 F -0.40
19 F -0.45
20 F -0.44
21 F -0.40
22 F -0.64
23 C -0.47
24 S 0.45
25 O -0.06
26 C -0.41
27 H -0.31
28 H 0.75
29 H 0.09
30 H 0.84
31 H -0.24
32 H 0.02
33 C -1.37
34 S 1.29
35 O -0.83
36 C 0.80
37 H 0.35
38 H 0.13
39 H 0.58
40 H 0.83
41 H -0.53
42 H -1.30
43 C -1.07
44 S 0.41
45 O -0.51
46 C -0.40
47 H 0.24
48 H 0.39
49 H 0.43
50 H 0.50
51 H -0.13
52 H 0.14
53 C -0.88
54 S 0.99
55 O -0.60
56 C -1.22
57 H 0.46
58 H -0.18
59 H 0.37
60 H 0.45
61 H 0.22
62 H 0.45
63 C -1.10
64 S 0.76
65 O 0.04
66 C -0.58
67 H 0.39
68 H 0.41
69 H 0.23
70 H 0.57
71 H 0.13
72 H -0.04
73 C 0.11
74 S 0.57
75 O -1.00
76 C -1.13
77 H -0.82
78 H 0.16
79 H 0.61
80 H 0.33
81 H 0.38
82 H 0.37
83 C -1.00
84 S 0.80
85 O 0.53
86 C -0.57
87 H 0.69
88 H 0.22
89 H -0.09
90 H 0.74
91 H -0.25
92 H 0.02
93 C -0.85
94 S 0.23
95 O -0.45
96 C -0.02
97 H 0.36
98 H 0.16
99 H 0.36